DFT (wB97M-V/def2-TZVPD) results for a molecular structure, BH22O9 at a distorted geometry.

Summary:
Highest occupied orbital energy, eV: -5.77
Energy above the lowest of the compared OMol25 structures with the same formula, charge and spin, kJ/mol: 1582.5
Largest force on an atom, eV/A: 8.199

Structure (ORCA input):
```
! wB97M-V def2-TZVPD RIJCOSX def2/J DEFGRID3
* xyz -1 1
B 0.13 0.10 0.23
H 0.14 1.16 0.43
H -0.89 -0.25 0.22
H 0.59 -0.04 -0.74
H 0.73 -0.43 0.96
O 0.10 1.31 2.30
H -0.03 1.29 1.35
H 0.05 0.39 2.57
O 2.28 0.32 -2.65
H 1.42 -0.04 -2.46
H 2.11 1.20 -2.97
O -1.27 -1.24 1.62
H -0.75 -0.81 0.94
H -1.33 -2.16 1.34
O -3.12 -0.73 0.10
H -2.38 -0.40 0.59
H -3.76 -0.99 0.76
O 0.72 -0.73 2.73
H 0.54 -0.86 1.80
H 1.63 -1.00 2.84
O 0.03 -0.23 -2.22
H 0.12 -0.10 -1.28
H -0.69 0.35 -2.47
O -0.13 -2.21 -0.64
H -0.93 -1.94 -1.09
H 0.28 -1.39 -0.37
O -0.84 2.23 -0.73
H -0.34 3.04 -0.67
H -0.32 1.59 -0.24
O 2.22 1.05 -0.53
H 2.24 0.93 -1.48
H 1.45 0.57 -0.23
*
```